[1]
ORCA calculation (ωB97M-V/def2-TZVPD) on C12H15F6NO4RhS10 as an isolated structure.

Frontier orbital gap (spin up / spin down): 4.64 / 4.64 eV
Calculated total energy: -5513.31376 Ha
Energy relative to the best compared isomer or geometry (same formula, charge and spin): 40.2 kcal/mol
LUMO energy (spin up / spin down): -5.6849 / -5.6841 eV

ORCA input file:
```
! RIJCOSX wB97M-V def2-TZVPD def2/J DEFGRID3
* xyz 1 1
Rh -0.092 0.302 -0.275
C -0.428 3.558 -0.298
C -1.206 3.118 0.908
S -1.820 1.425 0.655
C -1.739 0.780 2.337
C -0.364 0.923 2.973
S 0.992 0.502 1.838
C 1.962 2.041 1.737
C 2.179 2.504 0.307
S 0.792 2.356 -0.856
H -1.086 3.712 -1.155
H 0.076 4.508 -0.111
H -0.611 3.184 1.815
H -2.080 3.758 1.039
H -2.508 1.256 2.949
H -2.025 -0.264 2.220
H -0.178 1.918 3.376
H -0.288 0.234 3.813
H 1.468 2.790 2.355
H 2.935 1.831 2.179
H 2.524 3.541 0.287
H 2.944 1.897 -0.171
F 5.496 0.214 -1.004
C 5.007 -1.025 -0.897
F 5.002 -1.592 -2.089
F 5.756 -1.726 -0.066
S 3.293 -0.896 -0.215
O 2.528 -0.044 -1.126
O 3.460 -0.368 1.109
N 2.829 -2.393 -0.290
S 1.360 -2.727 -0.750
O 0.391 -1.810 -0.113
O 1.105 -4.114 -0.616
C 1.388 -2.424 -2.620
F 0.725 -3.376 -3.234
F 2.642 -2.463 -3.031
F 0.851 -1.241 -2.933
C -5.072 0.263 -0.848
S -4.303 -0.619 0.529
C -3.390 -1.884 -0.282
C -2.441 -1.742 -1.256
S -1.881 -0.224 -1.858
S -1.812 -3.247 -1.871
C -2.574 -4.346 -0.761
S -2.371 -5.949 -0.686
S -3.707 -3.482 0.266
H -5.714 1.006 -0.378
H -5.690 -0.414 -1.431
H -4.327 0.750 -1.471
*
```

***

[2]
ORCA calculation (ωB97M-V/def2-TZVPD) on C46H54BBrCl2N9O5RbS2 as an isolated structure.

Frontier orbital gap: 5.99 eV
Calculated total energy: -6994.12861 Ha
Energy relative to the best compared isomer or geometry (same formula, charge and spin): 21.9 kcal/mol
LUMO energy: 3.5134 eV

ORCA input file:
```
! RIJCOSX wB97M-V def2-TZVPD def2/J DEFGRID3
* xyz -2 1
Rb -0.288 -0.851 -0.613
O 4.531 -0.581 -4.946
C 5.075 -0.762 -3.703
C 6.455 -0.895 -3.621
C 7.057 -1.055 -2.379
C 6.284 -1.076 -1.225
C 4.902 -0.956 -1.327
C 4.280 -0.810 -2.557
C 2.738 -0.749 -2.603
O 2.143 -0.818 -1.449
N 2.517 0.616 -3.340
N 1.272 1.022 -3.516
C 1.055 2.280 -3.653
C -0.271 2.842 -3.873
Br -1.738 1.806 -3.257
C -0.559 4.056 -4.354
C 0.371 5.016 -4.984
C 0.031 6.371 -4.968
C 0.836 7.329 -5.563
C 2.008 6.953 -6.205
C 2.350 5.608 -6.251
C 1.541 4.651 -5.655
H 3.606 -0.309 -4.819
H 7.039 -0.862 -4.533
H 8.135 -1.155 -2.319
H 6.749 -1.192 -0.253
H 4.255 -0.977 -0.456
H 2.384 -1.474 -3.366
H 3.179 1.340 -3.056
H 1.876 2.995 -3.582
H -1.585 4.392 -4.272
H -0.882 6.671 -4.466
H 0.549 8.373 -5.522
H 2.641 7.697 -6.673
H 3.250 5.295 -6.765
H 1.808 3.606 -5.734
C -3.243 0.124 3.622
C -1.897 0.177 4.273
C -1.558 0.039 5.633
C -0.184 0.154 5.660
C 0.735 0.076 6.836
N 0.242 0.333 4.390
N -0.813 0.348 3.532
B 1.702 0.612 3.942
N 2.437 -0.599 3.330
N 1.902 -1.416 2.386
C 2.880 -2.188 1.946
C 2.634 -3.189 0.860
C 4.088 -1.868 2.601
C 3.760 -0.846 3.465
C 4.650 -0.083 4.393
N 1.752 1.819 2.968
N 1.521 1.664 1.642
C 1.710 2.850 1.092
C 1.542 3.001 -0.384
C 2.059 3.808 2.069
C 2.076 3.099 3.255
C 2.374 3.573 4.641
H -3.826 -0.722 3.994
H -3.112 0.013 2.545
H -3.813 1.040 3.794
H -2.217 -0.119 6.473
H 0.148 -0.114 7.736
H 1.295 1.002 6.976
H 1.464 -0.728 6.723
H 2.310 0.923 4.935
H 2.486 -2.679 -0.097
H 1.743 -3.788 1.062
H 3.485 -3.866 0.766
H 5.061 -2.310 2.453
H 5.647 -0.524 4.374
H 4.279 -0.104 5.419
H 4.735 0.967 4.100
H 0.848 2.241 -0.740
H 2.490 2.846 -0.907
H 1.159 3.988 -0.657
H 2.264 4.859 1.934
H 2.521 4.654 4.631
H 3.275 3.106 5.044
H 1.556 3.344 5.327
O -0.794 -2.564 2.199
H 0.172 -2.429 2.232
H -1.067 -1.705 2.559
Cl -1.777 1.684 0.502
C -1.386 2.891 1.722
Cl -2.851 3.527 2.533
H -0.887 3.723 1.244
H -0.763 2.407 2.466
O -2.171 -4.921 -1.948
S -1.496 -3.628 -1.643
N -1.324 -2.551 -2.619
O -3.053 -1.074 -0.320
S -4.312 -0.316 -0.022
C -5.163 -0.062 -1.612
C -5.556 -1.313 -2.337
C -4.579 -2.199 -2.789
C -4.950 -3.401 -3.375
C -6.295 -3.699 -3.565
C -7.272 -2.798 -3.157
C -6.902 -1.615 -2.532
C -5.473 -1.478 0.782
C -5.091 -2.920 0.622
C -5.964 -3.832 0.037
C -5.595 -5.161 -0.117
C -4.340 -5.585 0.298
C -3.465 -4.680 0.884
C -3.838 -3.358 1.053
H -4.428 0.530 -2.163
H -6.024 0.573 -1.387
H -3.523 -1.988 -2.654
H -4.169 -4.101 -3.647
H -6.583 -4.633 -4.031
H -8.322 -3.026 -3.305
H -7.664 -0.922 -2.187
H -6.472 -1.259 0.400
H -5.418 -1.172 1.829
H -6.931 -3.495 -0.316
H -6.276 -5.854 -0.597
H -4.027 -6.609 0.132
H -2.467 -4.986 1.170
H -3.121 -2.660 1.471
*
```

***

[3]
ORCA calculation (ωB97M-V/def2-TZVPD) on C3H3BrO2 as an isolated structure.

Frontier orbital gap: 9.08 eV
Calculated total energy: -2840.54590 Ha
Energy relative to the best compared isomer or geometry (same formula, charge and spin): 24.7 kcal/mol
LUMO energy: 0.0053 eV

ORCA input file:
```
! RIJCOSX wB97M-V def2-TZVPD def2/J DEFGRID3
* xyz 0 1
C -0.700 0.971 -0.299
C -2.138 0.488 1.063
C -0.400 2.373 -0.070
O -0.512 0.180 -1.139
O -2.174 0.577 2.251
Br -3.511 -0.491 0.132
H -0.790 2.853 0.843
H -0.759 2.870 -0.991
H 0.676 2.751 -0.173
*
```

***

[4]
ORCA calculation (ωB97M-V/def2-TZVPD) on a 12-piece molecular cluster, C4H32N2O13 overall.

SMILES: C[C@H](CO)NC(N)=O.O.O.O.O.O.O.O.O.O.O.O
Frontier orbital gap: 10.02 eV
Calculated total energy: -1259.22851 Ha
Energy relative to the best compared isomer or geometry (same formula, charge and spin): 77.3 kcal/mol
LUMO energy: 0.1011 eV

ORCA input file:
```
! RIJCOSX wB97M-V def2-TZVPD def2/J DEFGRID3
* xyz 0 1
C 1.195 2.469 2.078
C 0.605 2.541 0.666
C -0.381 3.691 0.544
O 0.240 4.855 -0.037
N -0.112 1.253 0.470
C 0.489 0.212 -0.183
N 0.191 -1.097 0.132
O 1.385 0.441 -1.019
H 2.069 1.852 2.092
H 1.429 3.535 2.401
H 0.510 2.161 2.909
H 1.436 2.546 -0.091
H -1.154 3.441 -0.259
H -0.860 3.978 1.484
H 1.142 4.981 0.274
H -0.990 1.179 0.949
H 0.577 -1.633 -0.637
H -0.709 -1.441 0.436
O 0.719 -2.328 -3.008
H 1.500 -2.816 -3.374
H 0.901 -1.461 -3.389
O 2.259 0.984 -3.468
H 3.019 0.832 -2.889
H 1.480 1.046 -2.916
O -2.603 -0.129 -1.451
H -3.000 -0.957 -1.147
H -2.516 -0.348 -2.434
O 1.889 -3.747 1.791
H 2.447 -3.831 1.010
H 0.997 -3.488 1.540
O 2.791 -2.209 -0.991
H 3.740 -2.344 -0.942
H 2.725 -1.216 -0.991
O -1.792 -1.400 -3.996
H -2.453 -2.066 -3.741
H -1.129 -2.121 -4.095
O 3.945 0.487 -0.514
H 4.406 0.210 0.284
H 3.046 0.796 -0.213
O -2.386 -2.930 2.627
H -2.818 -2.088 2.829
H -1.672 -2.958 3.275
O -3.245 -1.631 0.670
H -2.472 -1.899 1.210
H -4.031 -1.581 1.211
O -3.229 1.645 1.078
H -3.053 0.889 0.511
H -4.150 1.921 0.990
O -1.047 -0.329 2.855
H -0.936 0.478 3.361
H -0.396 -0.373 2.109
*
```

***

[5]
ORCA calculation (ωB97M-V/def2-TZVPD) on one molecule with the formula C5H13N3.

SMILES: C/C(N)=C(/N)[C@@H](C)N
Frontier orbital gap: 8.07 eV
Calculated total energy: -362.56522 Ha
Energy relative to the best compared isomer or geometry (same formula, charge and spin): 10.7 kcal/mol
LUMO energy: 0.9855 eV

ORCA input file:
```
! RIJCOSX wB97M-V def2-TZVPD def2/J DEFGRID3
* xyz 0 1
C -1.724 -1.486 0.204
C -1.338 -0.035 0.108
N -2.452 0.835 -0.043
C -0.098 0.450 -0.111
N 0.107 1.809 -0.446
C 1.136 -0.333 0.252
C 2.034 -0.588 -0.959
N 1.932 0.261 1.325
H -0.939 -2.145 -0.154
H -1.954 -1.750 1.239
H -2.615 -1.667 -0.397
H -2.292 1.746 0.369
H -3.309 0.428 0.303
H -0.613 2.160 -1.064
H 1.046 1.994 -0.773
H 0.706 -1.277 0.693
H 2.877 -1.207 -0.664
H 2.431 0.346 -1.358
H 1.474 -1.083 -1.749
H 2.221 1.199 1.062
H 1.368 0.345 2.164
*
```

***

[6]
ORCA calculation (ωB97M-V/def2-TZVPD) on C30H27F5N6O2PS4Tc as an isolated structure.

Frontier orbital gap (spin up / spin down): 5.77 / 3.31 eV
Calculated total energy: -4152.44519 Ha
Energy relative to the best compared isomer or geometry (same formula, charge and spin): 48.7 kcal/mol
LUMO energy (spin up / spin down): -3.8144 / -6.2447 eV

ORCA input file:
```
! RIJCOSX wB97M-V def2-TZVPD def2/J DEFGRID3
* xyz 1 4
Tc 0.499 -1.383 0.108
F -3.679 2.669 3.325
C -2.620 1.896 3.113
C -2.317 1.465 1.823
F -3.075 1.814 0.787
C -1.213 0.658 1.628
F -0.912 0.210 0.370
C -0.378 0.248 2.665
S 0.990 -0.777 2.367
C -0.706 0.684 3.953
F 0.036 0.287 4.988
C -1.812 1.497 4.178
F -2.096 1.903 5.413
N 1.146 -5.933 5.759
C 0.326 -5.287 4.896
C -0.448 -6.006 3.966
C -1.240 -5.340 3.057
C -1.278 -3.954 3.072
C -0.565 -3.228 4.014
C 0.235 -3.883 4.922
S -2.019 -3.108 1.705
O -3.020 -3.873 1.040
O -2.289 -1.730 2.025
N -0.664 -2.950 0.710
C 0.240 -3.889 0.474
N 1.369 -3.243 0.003
C 2.401 -3.991 -0.353
C 2.337 -5.374 -0.257
C 1.175 -5.925 0.275
N 0.137 -5.192 0.642
H 1.182 -6.936 5.787
H 1.680 -5.413 6.432
H -0.404 -7.085 3.967
H -1.841 -5.862 2.330
H -0.659 -2.155 4.035
H 0.798 -3.323 5.654
H 3.291 -3.486 -0.709
H 3.159 -5.994 -0.564
H 1.058 -6.991 0.410
N 1.870 0.056 -0.773
C 2.323 -0.419 -2.089
C 1.114 -0.866 -2.922
N 0.091 -1.516 -2.075
H 1.377 0.966 -0.886
H 2.684 0.282 -0.201
H 3.002 -1.260 -1.929
H 2.856 0.365 -2.637
H 1.455 -1.545 -3.704
H 0.666 0.009 -3.395
H -0.095 -2.461 -2.401
H -0.782 -0.997 -2.176
S 0.517 2.921 -0.177
P -0.339 3.239 -1.973
S -1.276 1.557 -2.524
C -1.466 4.667 -1.925
C -2.840 4.487 -1.955
C -3.665 5.596 -1.899
C -3.118 6.864 -1.808
C -1.742 7.038 -1.776
C -0.907 5.938 -1.836
C 0.939 3.641 -3.211
C 0.569 3.618 -4.549
C 1.517 3.867 -5.522
C 2.827 4.144 -5.157
C 3.192 4.176 -3.821
C 2.247 3.920 -2.843
H -3.253 3.490 -2.018
H -4.735 5.465 -1.925
H -3.768 7.723 -1.753
H -1.322 8.030 -1.705
H 0.170 6.052 -1.809
H -0.456 3.401 -4.816
H 1.235 3.845 -6.564
H 3.562 4.342 -5.921
H 4.211 4.400 -3.540
H 2.515 3.944 -1.796
*
```

***

Ordered max |F| results: 1.25 0.91 3.39 2.72 1.30 1.28; unit eV/A.